No. 1
{
  "formula": "C6H14NS",
  "method": "ωB97M-V with the def2-TZVPD basis set",
  "species": ["S", "N", "C", "C", "C", "C", "C", "C", "H", "H", "H", "H", "H", "H", "H", "H", "H", "H", "H", "H", "H", "H"],
  "coordinates": [[1.914, -2.005, 2.304], [-0.960, 1.110, 0.135], [-0.883, -0.217, 0.125], [-0.119, 0.166, 1.488], [-0.291, 1.167, -3.251], [-2.124, -1.081, 0.340], [2.208, -0.645, 1.143], [1.335, 0.570, 1.459], [0.008, 2.212, -3.294], [0.594, 0.539, -3.179], [3.258, -0.314, 1.072], [1.573, 0.924, 2.468], [-0.892, 0.986, -2.362], [-1.865, -1.994, 0.879], [-0.743, 0.728, 2.177], [1.958, -0.979, 0.130], [1.498, 1.387, 0.757], [-2.862, -0.521, 0.920], [-2.558, -1.372, -0.616], [-0.853, 0.908, -4.147], [-0.053, -0.852, 1.975], [-0.142, -0.717, -0.525]],
  "forces_ev_per_a": [[0.055, -0.039, 0.087], [0.075, -0.284, 0.274], [-0.560, -0.051, -0.846], [0.111, 0.649, 0.970], [-0.041, -0.167, 0.063], [0.122, -0.221, 0.357], [0.199, 0.188, -0.338], [0.155, 0.057, -0.069], [-0.020, 0.032, 0.059], [0.077, 0.001, -0.069], [-0.170, -0.206, 0.300], [0.121, -0.025, -0.043], [0.003, 0.171, -0.063], [0.010, -0.081, -0.024], [-0.010, 0.121, 0.005], [0.022, -0.015, -0.074], [0.009, 0.040, -0.038], [0.047, 0.003, -0.079], [-0.028, 0.094, -0.109], [-0.006, -0.014, -0.044], [-0.298, -0.159, -0.503], [0.126, -0.093, 0.183]],
  "homo_ev": -2.905,
  "relative_energy_kcal_mol": 81.77,
  "homo_lumo_gap_ev": 6.484,
  "total_energy_ev": -18771.6391,
  "total_charge": -1
}

=====

No. 2
{
  "formula": "C6H14NS",
  "method": "ωB97M-V with the def2-TZVPD basis set",
  "species": ["S", "N", "C", "C", "C", "C", "C", "C", "H", "H", "H", "H", "H", "H", "H", "H", "H", "H", "H", "H", "H", "H"],
  "coordinates": [[-1.298, 1.476, -0.102], [1.507, 0.271, -0.649], [2.590, -0.646, -0.315], [0.326, 1.547, 0.875], [1.391, 1.665, -0.254], [-1.095, -1.134, 0.846], [-2.892, -0.642, -0.797], [-1.734, -0.136, 0.032], [2.654, -0.708, 0.721], [2.242, 1.975, 0.306], [-2.556, -1.216, -1.559], [0.083, 2.414, 1.553], [1.189, 0.207, -1.608], [-3.446, -1.488, -0.148], [1.236, 2.191, -1.170], [-0.234, -1.511, 0.464], [3.512, -0.353, -0.748], [0.304, 0.667, 1.473], [-0.925, -0.859, 1.809], [-1.586, -2.090, 1.060], [2.180, -1.658, -0.458], [-3.448, 0.028, -1.334]],
  "forces_ev_per_a": [[0.319, -1.762, 0.935], [-0.738, -0.335, -1.539], [-2.148, 0.054, -0.353], [-2.826, 3.117, -1.028], [0.257, -2.916, 2.334], [-1.989, -1.750, 0.449], [-0.139, -1.753, 4.777], [-1.584, 0.832, -1.809], [0.617, 0.537, 2.157], [1.202, 0.670, -0.145], [1.944, -2.218, -2.394], [0.806, -0.484, -0.722], [0.503, -0.430, 0.059], [0.683, 2.403, -1.377], [-0.597, 1.258, 0.121], [3.109, -0.365, -1.476], [1.053, -0.427, -0.550], [0.797, -0.606, 0.110], [0.934, 1.497, 2.779], [-1.111, 0.351, -0.809], [0.788, 0.180, -1.037], [-1.880, 2.146, -0.482]],
  "homo_ev": -12.543,
  "relative_energy_kcal_mol": 73.65,
  "homo_lumo_gap_ev": 7.360,
  "total_energy_ev": -18764.8936,
  "total_charge": 1
}

=====

No. 3
{
  "formula": "C6H14NS",
  "method": "ωB97M-V with the def2-TZVPD basis set",
  "species": ["S", "N", "C", "C", "C", "C", "C", "C", "H", "H", "H", "H", "H", "H", "H", "H", "H", "H", "H", "H", "H", "H"],
  "coordinates": [[0.674, 0.980, 0.203], [-1.995, -1.990, 0.571], [-0.475, 0.278, 1.312], [2.215, -0.028, 0.241], [-0.182, 0.415, -1.536], [1.112, 2.593, 0.479], [-1.640, -0.877, -0.075], [-0.539, -0.960, -1.084], [3.117, 0.591, 0.691], [-1.316, -2.685, 0.454], [-2.567, -0.290, -0.114], [-0.817, -1.552, -1.980], [-1.205, 0.981, -1.660], [2.514, -0.185, -0.730], [0.208, 3.016, 0.973], [0.570, 0.538, -2.325], [0.031, -0.644, 1.772], [0.255, -1.478, -0.660], [2.055, -0.861, 0.787], [-0.897, 1.106, 1.919], [-2.846, -1.938, 1.101], [1.728, 2.989, -0.341]],
  "forces_ev_per_a": [[0.928, 1.933, -0.915], [0.105, 0.914, -0.842], [0.148, -1.324, -1.010], [1.464, 4.492, 0.574], [-0.534, 1.043, 1.815], [-1.472, -1.851, 0.393], [-0.553, 1.231, 1.983], [-2.151, 0.130, -2.140], [-2.369, -0.912, -0.525], [0.087, -1.922, 0.917], [1.023, 0.790, -0.887], [-0.339, 0.096, 0.474], [2.490, -0.403, 0.093], [0.450, -0.850, -2.361], [1.049, 0.443, -0.739], [-0.467, -0.007, 0.191], [-0.948, 1.816, -0.115], [1.654, -1.054, 0.802], [-0.490, -2.793, 1.613], [0.233, -0.939, -0.120], [0.244, -1.011, 0.251], [-0.548, 0.180, 0.547]],
  "homo_ev": -11.723,
  "relative_energy_kcal_mol": 143.68,
  "homo_lumo_gap_ev": 8.524,
  "smiles": "C=S(=C)(C)CCC=[NH2+]",
  "total_energy_ev": -18761.8569,
  "total_charge": 1
}

=====

No. 4
{
  "formula": "C6H14O",
  "method": "ωB97M-V with the def2-TZVPD basis set",
  "species": ["O", "C", "C", "C", "C", "C", "C", "H", "H", "H", "H", "H", "H", "H", "H", "H", "H", "H", "H", "H", "H"],
  "coordinates": [[0.556, -1.318, 2.542], [-0.098, -0.487, -1.496], [-0.485, -1.271, -0.245], [-0.275, -0.235, 2.146], [-1.134, -0.432, 0.889], [0.549, 1.989, -0.960], [1.016, 0.545, -1.267], [1.510, 0.689, -2.223], [-0.898, -0.072, 3.024], [0.791, -1.923, 1.850], [0.345, 0.625, 1.997], [1.717, 0.166, -0.524], [-2.087, -0.898, 1.139], [0.188, -1.197, -2.266], [1.430, 2.591, -0.750], [-0.959, 0.031, -1.931], [-0.206, 2.046, -0.200], [0.051, 2.381, -1.852], [0.451, -1.717, 0.106], [-1.307, 0.570, 0.502], [-1.153, -2.084, -0.481]],
  "forces_ev_per_a": [[-0.092, 0.054, 0.913], [-0.335, 0.329, 0.051], [0.289, 0.639, 0.365], [-0.161, -0.813, -0.050], [0.349, -0.405, -0.152], [0.070, -0.781, -0.628], [-0.620, 0.479, -0.477], [0.607, -0.410, -0.034], [-0.160, 0.291, -0.146], [-0.044, -0.097, -0.697], [0.502, 0.683, -0.050], [0.167, 0.109, -0.015], [-0.023, 0.161, 0.114], [0.305, -0.170, -0.082], [-0.213, 0.251, 0.211], [-0.163, -0.005, 0.171], [-0.011, 0.175, 0.771], [0.201, 0.069, -0.041], [-0.084, -0.190, -0.027], [-0.443, -0.038, 0.052], [-0.141, -0.331, -0.250]],
  "homo_ev": -10.080,
  "relative_energy_kcal_mol": 21.97,
  "homo_lumo_gap_ev": 11.144,
  "smiles": "CCCCCCO",
  "total_energy_ev": -8495.9398
}

=====

No. 5
{
  "formula": "C6H14O",
  "method": "ωB97M-V with the def2-TZVPD basis set",
  "species": ["O", "C", "C", "C", "C", "C", "C", "H", "H", "H", "H", "H", "H", "H", "H", "H", "H", "H", "H", "H", "H"],
  "coordinates": [[-3.141, 0.796, 0.147], [2.791, -0.130, 0.324], [-0.101, 1.102, 1.004], [-2.652, -0.439, -0.308], [-0.140, 0.305, -0.264], [1.746, -0.457, -0.712], [-0.656, -1.000, -0.250], [1.769, -1.515, -0.970], [-0.345, 0.891, -1.158], [-0.609, -1.596, -1.153], [-2.902, -0.633, -1.356], [-1.075, 1.548, 1.214], [-0.595, -1.540, 0.689], [0.204, 0.487, 1.850], [0.602, 1.932, 0.916], [-2.918, 1.472, -0.504], [2.652, -0.729, 1.227], [1.856, 0.116, -1.632], [2.751, 0.927, 0.598], [3.812, -0.333, -0.021], [-3.048, -1.202, 0.359]],
  "forces_ev_per_a": [[0.809, -0.046, -0.241], [-0.046, 0.169, 0.112], [0.191, 0.197, -0.113], [1.594, -2.054, 0.294], [5.202, -0.472, -0.716], [-1.353, 2.201, 0.122], [-5.910, 0.383, 0.275], [-0.732, -0.040, 0.205], [0.050, -0.078, 0.008], [0.077, -0.005, 0.076], [-0.004, 0.043, 0.140], [-0.049, -0.186, 0.067], [0.211, -0.112, -0.099], [-0.055, -0.024, 0.042], [0.078, -0.019, 0.015], [-0.034, 0.002, 0.059], [-0.048, 0.092, 0.046], [0.343, -0.047, -0.033], [0.048, -0.077, 0.074], [-0.119, -0.009, -0.089], [-0.252, 0.080, -0.242]],
  "homo_ev": -7.125,
  "relative_energy_kcal_mol": 103.33,
  "homo_lumo_gap_ev": 8.072,
  "total_energy_ev": -8492.4117
}

=====

No. 6
{
  "formula": "C6H14O",
  "method": "ωB97M-V with the def2-TZVPD basis set",
  "species": ["O", "C", "C", "C", "C", "C", "C", "H", "H", "H", "H", "H", "H", "H", "H", "H", "H", "H", "H", "H", "H"],
  "coordinates": [[2.613, 0.124, 0.742], [-2.234, -0.075, 0.488], [3.701, 0.584, -0.010], [-0.930, -0.546, -0.135], [0.286, -0.437, 0.774], [1.457, 0.050, -0.044], [-3.290, 0.044, -0.615], [4.570, 0.619, 0.651], [0.103, 0.266, 1.594], [3.509, 1.591, -0.415], [1.207, 1.042, -0.466], [0.522, -1.402, 1.224], [-3.902, 0.940, -0.515], [1.607, -0.634, -0.899], [-3.932, -0.841, -0.676], [-2.791, 0.162, -1.573], [-0.736, 0.049, -1.030], [-2.073, 0.893, 0.983], [-2.542, -0.770, 1.282], [3.913, -0.090, -0.855], [-1.059, -1.570, -0.504]],
  "forces_ev_per_a": [[0.010, -0.024, 0.080], [-0.024, 0.057, -0.040], [0.320, 0.102, -0.131], [0.005, -0.168, 0.125], [0.067, -0.092, 0.160], [-0.248, -0.056, -0.132], [-0.215, 0.097, 0.088], [-0.077, 0.021, -0.118], [0.007, -0.050, -0.097], [0.065, -0.132, 0.077], [0.134, -0.126, 0.065], [0.090, 0.019, 0.072], [-0.239, -0.153, 0.215], [0.097, 0.097, 0.074], [0.029, 0.189, -0.010], [0.008, -0.107, -0.175], [-0.095, 0.168, -0.071], [-0.012, -0.133, -0.173], [-0.008, 0.159, -0.187], [0.014, 0.093, 0.120], [0.069, 0.039, 0.059]],
  "homo_ev": -9.839,
  "relative_energy_kcal_mol": 21.95,
  "homo_lumo_gap_ev": 10.974,
  "smiles": "CCCCCOC",
  "total_energy_ev": -8495.9404
}